Entry 1:
This record from the OMol25 dataset describes a cluster of 2 separate species, C9H14O in total. The level of theory is ωB97M-V/def2-TZVPD.

Summary:
SMILES: Cc1ccccc1.CCO
Kohn-Sham gap: 9.6920 eV
F_max: 0.10468 hartree/bohr
ΔE to the lowest compared entry with this formula, charge and spin: 53.4 kcal/mol

Positions of all 24 atoms, in Å:
C: 0.633 2.530 -0.515
C: -0.345 1.520 -0.193
C: -1.315 1.114 -1.085
C: -2.407 0.384 -0.712
C: -2.615 0.037 0.656
C: -1.691 0.331 1.551
C: -0.562 1.107 1.099
H: 1.465 2.651 0.324
H: 0.245 3.375 -1.082
H: 1.483 2.217 -1.206
H: -1.129 1.362 -2.052
H: -3.002 0.101 -1.492
H: -3.588 -0.523 0.980
H: -1.673 0.047 2.609
H: 0.144 1.367 1.940
C: 2.204 -2.031 -0.790
C: 1.003 -1.672 0.109
O: 1.042 -2.187 1.395
H: 2.039 -1.606 -1.782
H: 2.534 -3.000 -0.799
H: 3.173 -1.701 -0.285
H: 1.015 -0.534 0.191
H: 0.040 -1.772 -0.403
H: 1.307 -3.115 1.540

Atoms 1-6, force components in eV/Å:
5.373 0.004 -0.331
-1.511 -0.301 1.922
-0.061 -0.707 1.563
1.191 0.384 2.205
-4.038 -1.958 -1.950
3.550 1.644 1.043



Entry 2:
This record from the OMol25 dataset describes a structure of composition C21H18N3NiO3. The level of theory is ωB97M-V/def2-TZVPD.

Summary:
Kohn-Sham gap (alpha / beta): 6.7841 / 6.7784 eV
F_max: 0.00962 hartree/bohr
net charge: +1

Positions of all 46 atoms, in Å:
Ni: 0.004 1.318 -0.658
O: -0.356 -1.227 2.891
C: 0.959 -1.520 2.930
C: 1.364 -2.439 3.898
C: 2.686 -2.816 3.986
C: 3.643 -2.287 3.116
C: 3.254 -1.369 2.172
C: 1.912 -0.965 2.058
C: 1.550 0.005 1.030
O: 0.292 0.355 0.907
N: 2.479 0.519 0.241
N: 1.833 1.291 -0.671
C: 2.427 2.075 -1.490
C: 1.513 2.784 -2.389
C: 1.897 3.674 -3.372
C: 0.914 4.267 -4.152
C: -0.417 3.951 -3.930
C: -0.730 3.054 -2.923
N: 0.212 2.488 -2.172
H: -0.488 -0.582 2.175
H: 0.616 -2.835 4.571
H: 2.983 -3.531 4.742
H: 4.676 -2.595 3.187
H: 3.977 -0.932 1.496
H: 3.503 2.202 -1.495
H: 2.945 3.897 -3.519
H: 1.187 4.971 -4.926
H: -1.206 4.389 -4.524
H: -1.751 2.779 -2.698
C: -4.110 0.901 -0.092
C: -2.689 0.500 -0.308
O: -1.877 1.396 -0.602
C: -2.282 -0.898 -0.158
C: -1.250 -1.425 -0.938
C: -0.834 -2.729 -0.754
C: -1.439 -3.513 0.222
C: -2.480 -3.006 0.987
C: -2.916 -1.708 0.786
H: -4.274 1.908 -0.465
H: -4.320 0.892 0.981
H: -4.790 0.193 -0.562
H: -0.805 -0.834 -1.732
H: -0.042 -3.137 -1.367
H: -1.102 -4.529 0.381
H: -2.950 -3.620 1.742
H: -3.719 -1.315 1.395

Atoms 1-6, force components in eV/Å:
0.470 0.135 0.075
0.101 0.031 0.000
-0.113 -0.056 0.032
0.059 -0.005 0.003
0.009 -0.007 0.005
-0.018 -0.009 0.003



Entry 3:
This record from the OMol25 dataset describes a structure of composition C27H32AsCl2N6O7Rb. The level of theory is ωB97M-V/def2-TZVPD.

Summary:
Kohn-Sham gap: 6.4285 eV
F_max: 0.00624 hartree/bohr
ΔE to the lowest compared entry with this formula, charge and spin: 10.0 kcal/mol
net charge: -2

Positions of all 76 atoms, in Å:
Rb: -1.047 0.343 0.356
O: 0.035 -1.201 -3.475
C: 0.771 -0.123 -3.478
O: 1.986 -0.096 -3.412
C: -0.031 1.170 -3.610
O: -0.582 1.545 -2.363
C: -1.248 2.795 -2.506
C: -1.811 3.324 -1.170
O: -2.926 3.898 -1.267
O: -1.109 3.167 -0.155
H: 0.625 -2.075 -3.543
H: -0.830 1.030 -4.348
H: 0.660 1.941 -3.968
H: -2.060 2.702 -3.233
H: -0.534 3.545 -2.877
Cl: -5.007 -1.734 3.843
C: -3.415 -1.371 4.457
C: -3.189 -1.510 5.821
C: -1.956 -1.250 6.362
Cl: -1.716 -1.443 8.088
C: -0.887 -0.834 5.536
C: 0.414 -0.560 6.016
C: 1.389 -0.171 5.143
C: 1.061 -0.051 3.780
N: -0.131 -0.292 3.298
C: -1.117 -0.686 4.142
C: -2.428 -0.959 3.526
O: -2.620 -0.840 2.298
H: -4.002 -1.832 6.460
H: 0.619 -0.663 7.073
H: 2.395 0.042 5.480
H: 1.818 0.254 3.065
C: -6.866 2.801 -0.792
C: -5.960 1.622 -0.670
C: -6.216 0.280 -0.473
C: -4.949 -0.336 -0.441
N: -3.992 0.561 -0.641
N: -4.628 1.740 -0.776
C: -4.614 -1.770 -0.194
H: -7.812 2.607 -0.287
H: -7.083 3.037 -1.837
H: -6.412 3.685 -0.342
H: -7.177 -0.189 -0.336
H: -4.076 2.597 -0.922
H: -5.520 -2.375 -0.149
H: -4.082 -1.867 0.754
H: -3.983 -2.166 -0.992
C: 4.620 -0.760 2.350
C: 4.162 0.479 1.590
As: 2.878 0.007 0.162
C: 4.091 -0.968 -1.041
C: 5.445 -0.358 -1.370
C: 2.693 1.763 -0.730
C: 3.771 2.816 -0.509
H: 5.322 -0.511 3.151
H: 5.122 -1.465 1.683
H: 3.776 -1.288 2.798
H: 5.016 1.005 1.158
H: 3.666 1.185 2.260
H: 3.504 -1.116 -1.949
H: 4.208 -1.957 -0.590
H: 5.333 0.589 -1.899
H: 6.020 -1.024 -2.018
H: 6.047 -0.172 -0.477
H: 1.725 2.156 -0.407
H: 2.581 1.524 -1.790
H: 3.880 3.071 0.547
H: 3.512 3.738 -1.036
H: 4.749 2.494 -0.870
O: 1.336 -3.310 -3.839
N: 1.791 -3.092 -5.000
C: 2.537 -4.047 -5.533
C: 2.833 -5.267 -4.848
N: 3.083 -6.248 -4.299
C: 3.051 -3.837 -6.840
N: 3.489 -3.697 -7.897

Atoms 1-6, force components in eV/Å:
-0.086 0.027 -0.016
0.058 -0.163 0.049
0.085 0.186 -0.020
-0.079 -0.035 -0.002
-0.006 -0.119 0.047
0.139 0.105 -0.141



Entry 4:
This record from the OMol25 dataset describes an isolated molecule of C2H4O2. The level of theory is ωB97M-V/def2-TZVPD.

Summary:
Kohn-Sham gap: 8.1225 eV
F_max: 0.14202 hartree/bohr
ΔE to the lowest compared entry with this formula, charge and spin: 91.1 kcal/mol

Positions of all 8 atoms, in Å:
O: -1.642 -1.473 -0.410
C: -0.696 -0.882 -0.936
H: -0.909 0.069 -1.479
H: 0.343 -1.283 -1.012
O: -0.005 0.141 0.332
C: 0.745 0.908 0.952
H: 1.695 0.546 1.414
H: 0.469 1.973 1.139

Atoms 1-6, force components in eV/Å:
1.386 0.154 -1.100
-2.641 -1.920 -1.253
0.259 -0.646 -0.410
-0.732 -0.405 -0.600
3.390 4.584 4.565
-1.346 -1.370 -0.583